Entry 1:
Molecular formula: C14H18B2CrN6O32S
Method: DFT, ωB97M-V/def2-TZVPD

Last column: Mulliken charge in e.
Element x y z (Å)
Cr (1.341, -0.293, 0.575)  1.9452
O (-6.353, 0.953, 1.703)  -0.6113
C (-5.322, 0.911, 2.342)  0.6353
O (-4.291, 0.067, 2.237)  -0.4308
B (-3.324, 0.317, 3.315)  1.0809
O (-3.887, 1.443, 4.126)  -0.4829
C (-4.953, 1.953, 3.494)  0.4949
O (-5.666, 2.865, 3.840)  -0.6106
O (-1.959, 0.594, 2.771)  -0.4883
C (-1.281, -0.526, 2.729)  0.4432
O (-0.223, -0.667, 2.138)  -0.3283
C (-2.025, -1.569, 3.584)  0.3144
O (-3.088, -0.946, 4.063)  -0.5212
O (-1.672, -2.708, 3.839)  -0.6435
O (-6.589, 1.731, -1.167)  -0.5769
C (-5.521, 1.493, -1.695)  0.5450
O (-4.559, 0.587, -1.310)  -0.5693
B (-3.412, 0.703, -2.176)  1.2193
O (-3.640, 1.823, -3.073)  -0.5128
C (-4.879, 2.299, -2.887)  0.5115
O (-5.412, 3.262, -3.479)  -0.6783
O (-2.210, 0.859, -1.269)  -0.5244
C (-1.336, -0.153, -1.416)  0.7138
O (-0.373, -0.462, -0.747)  -0.1888
C (-1.907, -1.029, -2.585)  0.4159
O (-3.082, -0.506, -2.960)  -0.5797
O (-1.302, -1.990, -3.004)  -0.6636
S (1.910, 2.149, -0.387)  1.3784
O (1.055, 1.728, 0.676)  -0.7104
O (1.376, 2.921, -1.538)  -0.6622
O (2.931, 3.110, -0.035)  -0.8483
O (2.361, 0.848, -0.784)  -0.9080
C (2.435, 2.610, 3.132)  -0.7476
N (2.294, 1.153, 3.455)  0.8160
O (2.109, 0.828, 4.615)  -0.5731
O (2.479, 0.438, 2.468)  -0.2622
H (3.117, 3.095, 3.830)  0.3699
H (1.442, 3.045, 3.019)  0.2805
H (2.900, 2.757, 2.157)  0.1357
C (3.641, -3.796, 0.968)  -0.6203
N (2.564, -3.347, 1.903)  0.7386
O (2.059, -2.226, 1.770)  -0.2417
O (2.147, -4.078, 2.787)  -0.5367
H (4.240, -2.887, 0.915)  0.1809
H (3.147, -4.030, 0.026)  0.1721
H (4.075, -4.711, 1.372)  0.3076
C (-1.496, -4.654, -1.411)  -0.9079
N (-0.939, -3.840, -0.275)  0.9604
O (0.285, -3.891, -0.155)  -0.5062
O (-1.775, -3.142, 0.371)  -0.4891
H (-1.048, -4.359, -2.359)  0.2682
H (-2.582, -4.555, -1.433)  0.2875
H (-1.257, -5.681, -1.134)  0.3470
C (5.837, 1.178, 0.373)  -0.5337
N (5.346, -0.152, -0.099)  0.7705
O (4.332, -0.580, 0.398)  -0.2346
O (5.939, -0.737, -0.999)  -0.5959
H (6.693, 0.962, 1.011)  0.2924
H (4.960, 1.588, 0.875)  0.0111
H (6.101, 1.762, -0.508)  0.3022
C (-1.323, 3.908, -1.966)  -0.5559
N (-0.619, 3.578, -3.210)  1.1135
O (-0.578, 2.448, -3.524)  -0.5091
O (-0.166, 4.523, -3.881)  -0.7086
H (-2.339, 3.976, -2.355)  0.2366
H (-1.034, 4.923, -1.694)  0.3661
H (-1.186, 3.169, -1.177)  0.0343
C (2.056, -1.173, -3.389)  -0.6776
N (2.393, -2.083, -2.238)  0.7199
O (1.883, -1.894, -1.160)  -0.2614
O (3.244, -2.942, -2.464)  -0.5821
H (3.018, -0.808, -3.749)  0.2904
H (1.382, -0.383, -3.056)  0.1006
H (1.515, -1.760, -4.130)  0.2834

Properties
LUMO level (alpha / beta)   3.5430 / 3.5502 eV
⟨S²⟩   6.013
Net charge   -2
Frontier orbital gap (alpha / beta)   6.96 / 7.01 eV
Maximum force   8.979 eV/Å
Multiplicity   5

Entry 2:
Molecular formula: C4H3KO
Method: DFT, ωB97M-V/def2-TZVPD

Last column: Mulliken charge in e.
Element x y z (Å)
C (-2.156, 0.030, 0.040)  -1.2402
C (-0.847, -0.215, 0.028)  0.5334
C (0.396, -0.471, 0.105)  0.5662
C (1.738, -0.628, 0.291)  -0.6841
H (-2.878, -0.780, 0.169)  0.2334
H (-2.540, 1.052, 0.008)  0.1535
H (2.296, -1.505, -0.228)  0.2886
O (2.585, 0.250, -0.135)  -0.8005
K (1.407, 2.267, -0.277)  0.9496

Properties
LUMO level   -0.6844 eV
Frontier orbital gap   5.91 eV
Maximum force   5.844 eV/Å

Q: What is the maximum force in the second record?
A: 5.844 eV/Å

Q: maximum force of number 1 (C14H18B2CrN6O32S)?
A: 8.979 eV/Å

Q: Among the records above, which one has the highest maximum force?
A: C14H18B2CrN6O32S

Q: Number 1 is which compound?
A: C14H18B2CrN6O32S